Here is a 13-piece molecular cluster, C29H84O13 overall at a distorted geometry from OMol25. Energies are from the ωB97M-V functional and the def2-TZVPD basis.

Total energy in Eh: -2133.346838
Spin multiplicity: 1
LUMO level in eV: 0.4
F_max in eV/Å: 1.53
Orbital gap in eV: 10.0

```
126
Properties=species:S:1:pos:R:3:mulliken_charge:R:1
C -1.866 2.236 5.275 -1.524
C -2.315 2.552 3.862 0.330
C -1.244 2.110 2.840 0.020
O -3.525 1.852 3.600 -0.607
H -2.737 2.189 5.934 0.383
H -1.222 3.016 5.677 0.445
H -1.390 1.255 5.321 0.275
H -2.440 3.634 3.753 0.398
H -1.550 2.409 1.835 -0.202
H -0.999 1.047 2.839 -0.210
H -0.333 2.656 3.104 0.329
H -3.802 2.026 2.693 0.321
C 0.586 -1.506 -3.715 -0.167
C 1.530 -1.805 -4.861 0.405
C 2.898 -2.244 -4.372 -1.261
O 0.951 -2.870 -5.622 -0.581
H 1.020 -0.823 -2.982 -0.181
H 0.295 -2.403 -3.157 0.330
H -0.357 -1.091 -4.077 0.124
H 1.615 -0.881 -5.446 -0.014
H 3.594 -2.441 -5.198 0.515
H 2.870 -3.185 -3.823 0.355
H 3.374 -1.423 -3.829 0.061
H 1.568 -3.089 -6.328 0.368
C 2.325 4.261 0.493 -1.057
C 2.063 4.424 -1.010 0.743
C 2.943 5.505 -1.624 -1.731
O 2.350 3.170 -1.637 -0.201
H 2.066 5.164 1.054 0.499
H 3.376 4.057 0.705 0.366
H 1.721 3.436 0.876 -0.040
H 1.022 4.674 -1.223 0.181
H 2.850 5.519 -2.709 0.368
H 3.986 5.316 -1.355 0.338
H 2.692 6.484 -1.207 0.431
H 3.254 2.881 -1.386 0.025
C -5.645 -1.078 3.356 -1.590
C -4.286 -1.522 2.899 0.468
C -4.036 -1.145 1.451 -0.369
O -3.289 -0.944 3.764 -0.628
H -5.748 0.006 3.417 0.323
H -5.916 -1.509 4.323 0.371
H -6.405 -1.492 2.684 0.430
H -4.214 -2.611 2.961 0.317
H -4.103 -0.079 1.237 0.150
H -4.815 -1.607 0.829 0.556
H -3.151 -1.652 1.063 -0.522
H -3.456 0.010 3.884 0.335
C -3.465 -3.656 -1.861 -1.086
C -2.832 -4.689 -0.968 0.407
C -1.588 -4.177 -0.268 -0.454
O -3.811 -5.175 -0.047 -0.608
H -2.755 -3.387 -2.648 0.248
H -3.772 -2.773 -1.300 0.104
H -4.316 -4.040 -2.426 0.455
H -2.553 -5.573 -1.561 0.244
H -1.789 -3.214 0.216 -0.237
H -0.761 -3.993 -0.958 0.146
H -1.176 -4.813 0.517 0.478
H -3.411 -5.791 0.573 0.331
C 3.808 -0.094 -1.241 -0.947
C 4.158 0.998 -0.254 2.183
C 4.997 0.565 0.926 -1.421
O 4.816 2.068 -0.947 -0.694
H 3.186 0.372 -2.013 -0.163
H 3.348 -0.956 -0.761 0.108
H 4.652 -0.436 -1.851 0.694
H 3.219 1.393 0.139 -0.939
H 4.616 -0.321 1.442 0.073
H 5.027 1.293 1.744 0.366
H 6.048 0.372 0.686 0.408
H 5.758 1.911 -1.034 0.412
C 2.305 0.784 3.664 -0.572
C 2.501 -0.695 3.859 0.693
O 2.882 -0.911 5.221 -0.617
H 2.047 1.029 2.625 -0.137
H 3.161 1.425 3.888 0.370
H 1.488 1.179 4.276 0.219
H 3.244 -1.124 3.188 0.165
H 1.561 -1.217 3.656 -0.563
H 2.178 -0.628 5.808 0.328
C -0.231 2.077 -5.603 -1.364
C 0.407 2.403 -4.267 1.019
O 1.808 2.393 -4.381 -0.639
H -1.308 1.928 -5.549 0.342
H 0.207 1.177 -6.040 0.189
H -0.012 2.881 -6.310 0.405
H 0.117 1.678 -3.490 -0.596
H 0.043 3.359 -3.865 0.309
H 2.213 2.607 -3.528 0.414
C 0.098 1.108 -0.509 1.193
C -0.419 -0.247 -0.070 0.784
O 0.550 -0.820 0.822 1.560
H 1.126 1.039 -0.874 -0.221
H 0.137 1.763 0.361 -0.957
H -0.528 1.480 -1.322 -0.040
H -0.544 -0.901 -0.937 -0.829
H -1.350 -0.136 0.486 -0.177
H 0.037 -1.277 1.532 -0.938
C 0.522 -3.935 2.866 -1.007
C -0.861 -3.347 3.130 -0.255
O -0.901 -1.938 2.864 -0.222
H 0.675 -4.039 1.796 0.013
H 0.540 -4.917 3.341 0.470
H 1.267 -3.312 3.351 0.266
H -1.149 -3.456 4.182 0.404
H -1.648 -3.819 2.532 0.292
H -1.818 -1.631 3.071 -0.060
C -1.967 3.840 -0.707 0.263
O -2.657 4.762 0.131 -0.581
H -0.946 3.703 -0.338 -0.318
H -2.380 2.833 -0.665 -0.064
H -1.965 4.208 -1.736 0.330
H -2.080 5.511 0.289 0.324
C 2.556 -3.264 -0.602 -0.378
O 2.731 -2.536 0.595 -0.517
H 2.278 -2.621 -1.443 0.011
H 3.481 -3.783 -0.847 0.337
H 1.778 -4.029 -0.489 0.191
H 2.022 -1.860 0.630 0.387
C -2.655 -0.161 -2.927 0.069
O -2.972 0.872 -1.996 -0.425
H -3.522 -0.716 -3.285 0.462
H -2.080 0.235 -3.768 0.050
H -1.989 -0.854 -2.416 -0.439
H -3.487 1.529 -2.476 0.273
```

Here is a 16-piece molecular cluster, C68H81BrN16O4 overall from OMol25. Energies are from the ωB97M-V functional and the def2-TZVPD basis.

Total energy in Eh: -6390.700248
Spin multiplicity: 1
LUMO level in eV: -1.9
F_max in eV/Å: 0.79
Orbital gap in eV: 6.3

```
170
Properties=species:S:1:pos:R:3:mulliken_charge:R:1
N 1.335 -4.924 0.163 -0.699
C 0.794 -3.889 -0.337 0.033
C 0.333 -2.797 0.590 -0.330
C -0.949 -2.161 0.179 0.794
C -2.218 -2.470 0.454 -0.034
C -2.732 -3.592 1.297 -1.029
C -3.492 -4.606 0.472 0.366
O -4.154 -4.367 -0.475 -0.477
Br -3.298 -6.437 1.082 -0.133
C -3.092 -1.450 -0.194 0.280
O -4.266 -1.404 -0.326 -0.456
O -2.247 -0.451 -0.702 -0.086
C -0.973 -0.957 -0.703 0.078
O -0.084 -0.502 -1.348 -0.485
H 1.625 -5.573 -0.568 0.250
H 0.677 -3.772 -1.415 0.491
H 1.096 -2.013 0.633 0.193
H 0.255 -3.221 1.590 0.280
H -3.391 -3.224 2.086 0.212
H -1.909 -4.113 1.780 0.548
N -5.442 -1.135 4.112 0.169
C -6.539 -0.689 4.801 -0.230
C -7.466 -0.276 3.885 -0.831
C -6.912 -0.482 2.592 -0.416
C -5.663 -1.012 2.763 -0.161
H -4.604 -1.497 4.525 0.193
H -6.567 -0.708 5.878 0.396
H -8.439 0.126 4.113 0.398
H -7.379 -0.271 1.644 0.512
H -4.926 -1.316 2.044 -0.048
N 4.041 -3.119 0.835 0.188
C 4.109 -1.792 0.499 -0.574
C 5.341 -1.324 0.874 -0.307
C 6.048 -2.412 1.449 -0.845
C 5.221 -3.503 1.410 -0.416
H 3.251 -3.723 0.690 0.201
H 3.283 -1.291 0.022 0.498
H 5.698 -0.314 0.755 0.522
H 7.048 -2.394 1.850 0.402
H 5.369 -4.515 1.745 0.383
N -7.106 -3.829 -1.248 0.287
C -7.904 -3.925 -2.352 -0.574
C -9.125 -3.387 -2.039 -0.748
C -9.056 -2.944 -0.690 -0.677
C -7.796 -3.228 -0.233 -0.330
H -6.157 -4.154 -1.191 0.196
H -7.536 -4.368 -3.263 0.607
H -9.974 -3.323 -2.699 0.437
H -9.842 -2.479 -0.119 0.429
H -7.337 -3.053 0.726 0.505
N -3.698 -2.161 7.207 0.114
C -2.984 -1.985 8.362 -0.532
C -2.712 -3.223 8.875 -0.390
C -3.285 -4.184 7.998 -0.527
C -3.890 -3.499 6.980 -0.352
H -4.039 -1.417 6.628 0.147
H -2.733 -1.000 8.715 0.371
H -2.164 -3.420 9.781 0.395
H -3.262 -5.255 8.107 0.392
H -4.441 -3.846 6.122 0.388
N 6.006 1.989 -0.744 0.296
C 6.032 3.160 -0.039 -1.418
C 7.323 3.373 0.362 -0.060
C 8.104 2.280 -0.111 -0.640
C 7.258 1.447 -0.794 -0.802
H 5.193 1.587 -1.174 0.215
H 5.140 3.742 0.116 0.718
H 7.662 4.218 0.939 0.585
H 9.162 2.124 0.029 0.478
H 7.436 0.521 -1.312 0.597
N -7.225 -6.705 -4.906 0.029
C -7.158 -6.686 -6.272 -0.548
C -5.837 -6.749 -6.628 -0.401
C -5.078 -6.809 -5.428 -0.467
C -5.963 -6.782 -4.384 -0.512
H -8.071 -6.668 -4.367 0.231
H -8.050 -6.629 -6.871 0.378
H -5.457 -6.751 -7.636 0.390
H -4.006 -6.867 -5.343 0.401
H -5.805 -6.811 -3.319 0.508
N 5.074 5.913 -3.917 0.045
C 5.861 5.274 -2.996 -1.157
C 7.143 5.723 -3.156 -0.098
C 7.132 6.665 -4.222 -0.848
C 5.843 6.761 -4.670 -0.552
H 4.086 5.781 -4.027 0.225
H 5.447 4.563 -2.303 0.966
H 7.995 5.408 -2.576 0.591
H 7.975 7.209 -4.613 0.412
H 5.408 7.357 -5.453 0.408
N 10.009 5.686 0.596 0.225
C 9.270 6.829 0.715 -0.759
C 10.099 7.821 1.170 -0.272
C 11.391 7.252 1.325 -0.827
C 11.303 5.935 0.961 -0.426
H 9.655 4.799 0.284 0.173
H 8.223 6.840 0.461 0.542
H 9.813 8.841 1.369 0.538
H 12.282 7.754 1.664 0.406
H 12.046 5.157 0.932 0.409
N 9.234 11.638 0.714 0.026
C 10.114 12.682 0.796 -0.534
C 10.029 13.204 2.059 -0.405
C 9.060 12.443 2.767 -0.441
C 8.588 11.485 1.911 -0.511
H 9.086 11.071 -0.100 0.211
H 10.724 12.962 -0.046 0.382
H 10.599 14.037 2.435 0.386
H 8.746 12.583 3.788 0.415
H 7.853 10.711 2.050 0.466
N 4.712 1.358 -5.168 0.065
C 5.373 0.164 -5.283 -0.299
C 6.588 0.301 -4.666 -0.998
C 6.658 1.627 -4.158 -0.161
C 5.488 2.256 -4.485 -0.587
H 3.799 1.554 -5.536 0.170
H 4.927 -0.674 -5.791 0.411
H 7.343 -0.464 -4.588 0.417
H 7.474 2.074 -3.614 0.657
H 5.148 3.258 -4.290 0.359
N -12.889 -6.819 0.100 0.019
C -12.120 -7.202 1.165 -0.580
C -10.842 -6.762 0.937 -0.632
C -10.841 -6.088 -0.315 0.121
C -12.117 -6.140 -0.805 -0.755
H -13.869 -7.006 -0.001 0.170
H -12.545 -7.747 1.991 0.401
H -10.001 -6.904 1.594 0.485
H -10.000 -5.616 -0.794 0.364
H -12.542 -5.751 -1.715 0.387
N -2.417 2.652 -0.900 0.242
C -3.120 3.824 -0.911 -0.658
C -2.248 4.840 -0.619 -0.426
C -0.967 4.256 -0.427 -0.662
C -1.105 2.905 -0.609 -0.360
H -2.800 1.742 -1.078 0.217
H -4.175 3.836 -1.123 0.423
H -2.500 5.885 -0.552 0.399
H -0.051 4.768 -0.184 0.451
H -0.383 2.107 -0.562 0.391
N 0.865 0.862 -5.476 0.044
C -0.242 1.263 -4.778 -0.624
C -1.137 1.777 -5.676 -0.415
C -0.544 1.689 -6.966 -0.606
C 0.690 1.120 -6.811 -0.381
H 1.677 0.438 -5.068 0.209
H -0.297 1.142 -3.709 0.563
H -2.108 2.176 -5.437 0.416
H -0.977 2.005 -7.900 0.397
H 1.452 0.873 -7.531 0.392
N -8.969 -10.993 3.043 0.010
C -9.075 -9.787 2.406 -0.508
C -7.888 -9.124 2.568 -0.142
C -7.033 -9.965 3.333 -0.674
C -7.730 -11.110 3.610 -0.452
H -9.692 -11.686 3.088 0.183
H -9.978 -9.504 1.893 0.328
H -7.657 -8.146 2.180 0.518
H -6.024 -9.752 3.644 0.381
H -7.450 -11.993 4.158 0.368
N 5.928 6.251 2.871 0.121
C 4.571 6.388 2.763 -0.630
C 3.994 5.616 3.735 -0.379
C 5.047 4.991 4.459 -0.533
C 6.227 5.404 3.902 -0.386
H 6.603 6.701 2.280 0.188
H 4.134 7.019 2.008 0.405
H 2.936 5.512 3.911 0.424
H 4.947 4.315 5.292 0.415
H 7.248 5.169 4.148 0.393
```

Here is C23H14BrCl2N2NiO as an isolated structure from OMol25. Energies are from the ωB97M-V functional and the def2-TZVPD basis.

Total energy in Eh: -6072.390509
Spin multiplicity: 1
LUMO level (spin up / spin down) in eV: 2.3 / 2.2
Net charge: -1
F_max in eV/Å: 0.85
Orbital gap (spin up / spin down) in eV: 6.9 / 6.8

```
44
Properties=species:S:1:pos:R:3:mulliken_charge:R:1
Ni -0.445 0.446 0.243 -0.065
Cl 0.456 -0.648 5.172 -0.253
C 1.538 -0.567 3.811 0.436
C 2.910 -0.713 4.039 -0.682
C 3.815 -0.680 3.015 0.603
Cl 5.519 -0.883 3.352 -0.298
C 3.374 -0.491 1.684 0.230
C 4.210 -0.468 0.547 -0.719
C 3.669 -0.313 -0.697 -0.748
C 2.278 -0.147 -0.821 -0.522
N 1.482 -0.136 0.219 -0.324
C 1.990 -0.323 1.468 0.531
C 0.997 -0.364 2.534 -0.073
O -0.225 -0.226 2.250 -0.572
H 3.256 -0.864 5.053 0.425
H 5.278 -0.584 0.678 0.391
H 4.289 -0.300 -1.584 0.402
H 1.812 -0.004 -1.788 0.589
Br 0.321 6.947 -0.661 -0.256
C 0.109 5.064 -0.450 0.245
C 1.080 4.210 -0.938 -0.843
C 0.909 2.839 -0.775 0.516
C -0.206 2.278 -0.143 -0.372
C -1.158 3.195 0.325 0.320
C -1.014 4.570 0.188 -0.851
H 1.956 4.608 -1.434 0.388
H 1.694 2.200 -1.159 0.245
H -2.048 2.830 0.823 0.290
H -1.766 5.249 0.570 0.404
C -2.345 0.494 0.177 -1.431
C -2.671 -0.921 -0.032 0.427
C -3.058 -1.419 -1.282 -0.420
C -3.338 -2.758 -1.474 -0.709
C -3.225 -3.652 -0.410 0.574
C -2.822 -3.184 0.839 -1.014
C -2.546 -1.842 1.020 -0.098
C -3.535 -5.046 -0.607 0.079
N -3.777 -6.160 -0.768 -0.573
H -2.586 0.849 1.182 0.308
H -2.734 1.176 -0.575 0.732
H -3.144 -0.730 -2.114 0.404
H -3.646 -3.120 -2.447 0.420
H -2.721 -3.877 1.664 0.424
H -2.207 -1.482 1.983 0.446
```

Here is C20H55N8O7P2S2 as an isolated structure at a distorted geometry from OMol25. Energies are from the ωB97M-V functional and the def2-TZVPD basis.

Total energy in Eh: -3238.636065
Spin multiplicity: 1
LUMO level in eV: 0.6
Net charge: -1
F_max in eV/Å: 7.47
Orbital gap in eV: 5.9

```
94
Properties=species:S:1:pos:R:3:mulliken_charge:R:1
C 11.600 -2.219 -5.604 -0.654
O 11.335 -0.837 -5.819 -0.332
C 9.927 -0.592 -5.909 -0.381
C 9.712 0.926 -6.285 -0.648
C 8.711 1.671 -5.313 -0.734
C 7.361 0.843 -5.089 -0.273
C 6.114 1.813 -4.967 -1.051
S 4.692 0.877 -4.210 1.160
O 5.139 -0.563 -4.225 -0.683
O 4.552 1.435 -2.826 -0.708
N 3.363 1.156 -5.208 -0.569
S 1.977 0.371 -4.659 1.258
O 1.179 1.296 -3.768 -0.732
O 2.199 -0.896 -3.902 -0.604
C 0.932 0.139 -6.164 -0.771
C 0.201 -1.253 -6.210 -0.503
N -0.429 -1.656 -4.927 -0.444
H 12.704 -2.356 -5.698 0.239
H 11.109 -2.840 -6.411 0.271
H 11.185 -2.597 -4.630 0.264
H 9.369 -0.902 -4.984 0.370
H 9.518 -1.215 -6.749 0.293
H 9.407 1.052 -7.360 0.290
H 10.699 1.459 -6.177 0.312
H 8.516 2.709 -5.680 0.385
H 9.231 1.722 -4.316 0.251
H 7.144 0.150 -5.940 0.247
H 7.531 0.263 -4.145 0.352
H 5.856 2.158 -6.008 0.336
H 6.372 2.731 -4.389 0.439
H 1.653 0.154 -7.032 0.325
H 0.215 0.976 -6.333 0.334
H 0.926 -2.034 -6.564 0.211
H -0.633 -1.164 -6.965 0.362
H -1.347 -2.053 -5.117 0.228
H 0.140 -2.430 -4.576 0.195
O -1.851 -2.123 -0.656 -0.867
P -1.350 -0.848 0.047 0.968
N 0.324 -1.225 -0.061 0.098
C 1.361 -0.785 0.856 -0.864
C 0.854 -1.161 -1.432 -1.287
N -1.988 -1.336 1.594 0.385
C -1.289 -2.346 2.375 -1.158
C -3.407 -1.683 1.539 -1.000
N -0.968 0.763 0.727 0.099
C -1.408 1.216 2.043 -1.086
C -1.306 1.810 -0.260 -1.034
H 1.686 0.244 0.660 0.309
H 2.238 -1.432 0.758 0.346
H 1.059 -0.845 1.901 0.251
H 1.005 -0.125 -1.748 0.478
H 0.172 -1.628 -2.143 0.230
H 1.805 -1.691 -1.519 0.384
H -1.009 -3.220 1.778 0.290
H -1.906 -2.688 3.212 0.359
H -0.393 -1.931 2.840 0.267
H -3.572 -2.691 1.146 0.320
H -3.953 -0.979 0.904 0.362
H -3.850 -1.622 2.538 0.088
H -2.498 1.229 2.142 0.334
H -1.042 2.233 2.228 0.443
H -0.981 0.606 2.838 0.198
H -2.391 1.920 -0.369 0.318
H -0.892 1.553 -1.242 0.364
H -0.878 2.774 0.022 0.329
O -4.895 0.092 7.721 -0.840
P -5.719 0.779 6.620 0.932
N -7.249 0.184 7.159 0.084
C -8.415 -0.052 6.326 -0.874
C -7.693 0.761 8.427 -1.097
N -5.086 -0.235 5.361 0.349
C -5.571 -1.602 5.224 -1.125
C -3.621 -0.247 5.323 -0.899
N -6.523 1.791 5.382 0.047
C -6.290 1.656 3.945 -0.996
C -6.386 3.218 5.738 -1.077
H -8.968 0.870 6.106 0.316
H -9.101 -0.736 6.836 0.356
H -8.170 -0.525 5.378 0.219
H -8.077 1.782 8.289 0.344
H -6.873 0.808 9.146 0.312
H -8.478 0.154 8.885 0.341
H -5.594 -2.138 6.178 0.319
H -4.946 -2.169 4.529 0.324
H -6.568 -1.622 4.781 0.240
H -3.194 -0.910 6.081 0.300
H -3.220 0.758 5.488 0.385
H -3.270 -0.572 4.339 0.065
H -5.246 1.824 3.670 0.353
H -6.902 2.384 3.400 0.396
H -6.607 0.681 3.581 0.231
H -5.356 3.566 5.604 0.345
H -6.660 3.375 6.787 0.354
H -7.051 3.843 5.139 0.337
```